# C4H17NO3

A 4-piece molecular cluster, C4H17NO3 overall at a distorted geometry (ωB97M-V/def2-TZVPD, the Open Molecules 2025 dataset).

Geometry as ORCA input:
```
! RIJCOSX wB97M-V def2-TZVPD def2/J DEFGRID3
* xyz 0 1
C -1.496 -0.909 0.927
N -0.111 -0.539 0.452
C -0.303 0.332 -2.101
C 0.255 -0.768 -1.110
C -0.249 -2.169 -1.512
H -2.235 -1.091 0.142
H -1.680 -0.355 1.967
H -1.192 -2.003 1.227
H 0.112 0.463 0.598
H 0.420 0.490 -2.942
H -0.128 1.245 -1.641
H -1.350 0.317 -2.238
H 1.308 -0.839 -1.161
H 0.036 -3.030 -0.864
H 0.036 -2.235 -2.564
H -1.318 -2.179 -1.579
H -0.657 3.974 0.251
H -0.546 2.838 1.398
O -0.515 2.986 0.432
H 0.659 -1.347 3.522
H 0.845 0.145 2.962
O 0.597 -0.327 3.829
H 2.638 1.523 0.762
H 2.070 2.011 -0.611
O 2.805 1.467 -0.145
*
```

As for the HOMO-LUMO gap: 8.73 eV. Its total energy is -12053.99141 eV. Its largest force on an atom is 4.34 eV/Å.

natural (NBO) atomic charge list, values in e, 6 entries: C -0.46; N -0.68; C -0.65; C -0.02; C -0.63; H 0.20